Record 1
C5H11NO | ωB97M-V/def2-TZVPD

Values from the calculation:
SMILES   CC(=O)C(C)(C)N
Energy above the lowest of the compared OMol25 structures with the same formula, charge and spin   51.6 kcal per mole
Orbital gap   9.3 eV

```
18
Properties=species:S:1:pos:R:3:forces:R:3
O 1.4484 1.0046 -1.3087 0.2 -1.6 -0.1
N -1.2030 1.3230 -0.9296 -0.2 -0.1 -0.1
C -0.7366 -1.0791 -0.8921 2.1 -1.2 -1.5
C -0.9996 0.2533 1.2688 0.0 0.1 -0.3
C -0.6056 0.2353 -0.1952 2.4 0.1 -0.4
C 1.0214 0.1692 -0.5227 -1.5 4.9 2.9
C 1.8499 -0.4397 0.5856 0.5 -0.9 -1.0
H -0.6543 -0.6296 1.7999 0.1 0.0 0.0
H -0.5904 1.1374 1.7594 -0.1 0.0 0.1
H 1.4232 -1.3805 0.9238 0.1 -0.1 0.1
H -0.6656 1.4741 -1.7849 -0.1 0.0 0.2
H 1.8990 0.2501 1.4281 -0.2 0.1 -0.2
H -1.1271 2.1821 -0.3944 0.0 0.0 -0.1
H -0.8380 -1.9392 -0.2334 -0.4 0.0 -0.1
H 0.4249 -1.2016 -1.3233 -3.0 -1.0 0.0
H 2.8641 -0.5963 0.2197 0.1 -0.1 0.1
H -1.4228 -1.0433 -1.7405 0.1 -0.3 0.1
H -2.0880 0.2804 1.3396 0.0 0.0 0.0
```
Forces are in eV/Å.

Record 2
C18H27N3O2 | ωB97M-V/def2-TZVPD

Values from the calculation:
SMILES   CCCCNC(=O)C1CCN(C(=O)Nc2ccc(C)cc2)CC1
Energy above the lowest of the compared OMol25 structures with the same formula, charge and spin   14.5 kcal per mole
Orbital gap   8.7 eV

```
50
Properties=species:S:1:pos:R:3:forces:R:3
O 2.2830 1.7005 -1.5268 0.2 -0.1 -0.4
O -3.9365 1.4756 1.1237 -0.2 0.2 0.4
N -3.8019 0.3594 -0.8320 -0.1 -0.2 -0.3
N 0.8565 1.9650 0.2052 -0.1 0.0 0.0
N 2.8501 0.8575 0.5282 -0.2 0.1 0.4
C -0.0328 2.7666 -0.6050 0.0 0.1 -0.4
C 6.0168 -0.8801 1.1443 0.0 0.0 -0.1
C 4.5439 0.0003 -1.0282 -0.1 0.1 -0.2
C -3.2683 0.9981 0.2320 0.6 -0.2 -0.2
C 6.5015 -1.1067 -0.1362 0.0 0.0 0.0
C 4.0666 0.2251 0.2596 0.3 -0.2 -0.1
C 7.7974 -1.8249 -0.3648 0.0 0.0 0.0
C -1.1950 1.6315 1.4997 0.0 -0.2 -0.1
C 5.7453 -0.6554 -1.2118 0.0 0.0 0.3
C 4.8172 -0.2245 1.3434 -0.1 0.1 -0.1
C -5.5787 -3.4880 0.3933 0.1 0.2 0.1
C 2.0200 1.5107 -0.3554 -0.1 0.1 0.3
C -1.2986 1.9873 -0.9844 0.2 0.1 0.1
C -5.2202 0.1308 -0.9862 -0.3 -0.1 -0.1
C -5.5639 -1.3588 -0.9632 0.2 0.3 0.4
C 0.3320 1.5444 1.4905 0.0 0.0 0.3
C -1.7440 1.0841 0.1841 -0.2 0.2 0.3
C -5.2230 -2.0069 0.3767 -0.1 -0.1 -0.3
H 2.6416 0.9448 1.5108 -0.1 0.0 -0.2
H -1.0990 1.3818 -1.8692 0.0 0.0 -0.1
H -6.6313 -1.4706 -1.1612 0.0 0.0 -0.1
H -5.0216 -1.8679 -1.7648 0.0 -0.1 -0.1
H 0.7425 2.1649 2.3014 0.0 -0.1 0.0
H -5.7057 0.6459 -0.1544 0.0 0.0 -0.1
H -6.6433 -3.6265 0.2185 -0.1 -0.1 0.0
H 0.6162 0.5010 1.6702 0.0 0.1 0.0
H 6.5829 -1.2191 2.0004 0.1 0.0 0.1
H -5.5583 0.5773 -1.9281 0.0 0.0 0.1
H -1.3456 0.0734 0.0367 0.0 0.0 0.0
H 7.6163 -2.7914 -0.8353 0.1 -0.1 0.0
H -2.0877 2.6998 -1.2312 0.0 0.0 -0.1
H 8.3208 -1.9921 0.5734 0.1 0.0 0.0
H -5.3289 -3.9299 1.3547 0.0 -0.1 0.1
H -4.1560 -1.8866 0.5763 0.0 0.1 0.1
H 8.4419 -1.2491 -1.0271 0.1 0.0 0.0
H 6.1050 -0.8211 -2.2172 0.0 0.0 -0.1
H -1.5868 1.0523 2.3362 0.0 0.1 0.0
H -0.2938 3.6702 -0.0455 0.0 0.0 -0.1
H -1.5356 2.6580 1.6303 0.0 0.0 0.1
H -5.0332 -4.0225 -0.3819 0.0 -0.1 -0.1
H 0.5172 3.0554 -1.5015 -0.1 0.1 0.2
H -3.1933 -0.0427 -1.5268 0.1 0.1 0.1
H 3.9756 0.3508 -1.8727 0.0 0.0 0.0
H 4.4570 -0.0578 2.3502 0.0 0.0 0.1
H -5.7641 -1.4900 1.1712 0.0 0.1 0.1
```
Forces are in eV/Å.

Calculated values (eV Å⁻¹) of strongest force on any atom for the records, taken in order: 5.890; 0.691.
Calculated values (eV) of HOMO level for the records, taken in order: -8.547; -8.040.
Calculated values (eV) of calculated total energy for the records, taken in order: -8899.458; -27671.351.